No. 1
Computed, not measured: a structure of composition C7H9O, with ωB97M-V with the def2-TZVPD basis set.

The geometry in XYZ format:
```
17
Properties=species:S:1:pos:R:3:forces:R:3:mulliken_spin:R:1
H 0.5345 2.3826 0.0000 1.39 0.79 0.00 0.051
C -0.7161 1.7919 0.0000 -3.30 -0.67 0.00 0.736
C -0.3878 0.3647 0.0000 0.71 -1.91 0.00 -0.065
C -1.4261 -0.5761 0.0000 0.24 -0.04 0.00 0.027
C -1.1635 -1.9565 0.0000 -0.08 0.56 0.00 0.005
C 0.1513 -2.4405 0.0000 -0.08 0.45 0.00 -0.001
C 1.1939 -1.5039 0.0000 -0.64 0.42 0.00 0.005
C 0.9258 -0.1211 0.0000 0.33 -0.38 0.00 0.059
H -1.3050 2.0929 0.8661 0.60 0.35 0.38 0.009
H -1.3050 2.0929 -0.8661 0.60 0.35 -0.38 0.009
H -2.4337 -0.1638 0.0000 -0.08 -0.49 0.00 -0.004
H -2.0130 -2.6336 0.0000 0.17 -0.01 0.00 0.002
H 0.3424 -3.5238 0.0000 -0.05 0.63 0.00 0.000
H 2.2270 -1.8246 0.0000 0.00 -0.09 0.00 0.000
H 1.6863 0.6955 0.0000 -0.41 -2.29 0.00 -0.059
O 1.5815 2.2522 0.0000 1.43 2.26 0.00 0.220
H 2.1075 3.0712 0.0000 -0.83 0.07 0.00 0.007
```
Positions in Å, forces in eV/Å.

Computed properties:
Relative energy (zero: lowest compared OMol25 entry of this formula, charge and spin) (eV): 1.105
Frontier orbital gap (alpha / beta) (eV): 9.8 / 7.5
2S+1: 2
Highest occupied orbital energy (alpha / beta) (eV): -8.93 / -8.92

No. 2
Computed, not measured: an isolated molecule of C6H9N, with ωB97M-V with the def2-TZVPD basis set.

The geometry in XYZ format:
```
16
Properties=species:S:1:pos:R:3:forces:R:3:nbo_charge:R:1
C 0.0841 -2.0346 -0.2287 0.06 -0.06 -0.06 -0.672
C -0.0129 -0.5713 -0.5183 0.21 0.03 0.14 0.400
C -1.3020 0.0479 -0.6545 0.08 -0.07 -0.17 -0.554
C -1.4384 0.7369 0.7781 0.31 0.20 0.11 -0.172
C -0.3571 1.4372 1.1202 -0.15 -0.03 0.00 -0.415
C 0.9205 1.4874 0.2560 -0.04 0.13 -0.11 -0.274
N 1.0864 0.1767 -0.3481 -0.29 -0.35 0.16 -0.522
H -0.6427 -2.2483 0.5667 0.08 0.05 -0.12 0.258
H 1.0739 -2.3252 0.1370 -0.11 0.04 -0.12 0.211
H -0.1791 -2.6516 -1.0925 -0.02 0.10 0.07 0.238
H -2.1016 -0.6635 -0.8660 0.16 0.13 0.08 0.227
H -1.3289 0.8667 -1.3799 0.04 -0.06 0.13 0.248
H -0.3517 2.0919 1.9905 -0.01 -0.06 -0.12 0.220
H 0.8018 2.2636 -0.5115 -0.04 -0.10 0.05 0.206
H 1.8387 1.7176 0.8083 -0.17 0.01 -0.07 0.208
H 1.9092 -0.3313 -0.0573 -0.10 0.04 0.02 0.392
```
Positions in Å, forces in eV/Å.

Computed properties:
Relative energy (zero: lowest compared OMol25 entry of this formula, charge and spin) (eV): 3.764
Frontier orbital gap (eV): 7.6
2S+1: 1
Highest occupied orbital energy (eV): -6.90

No. 3
Computed, not measured: a cluster of 6 separate species, C26H61IN2O21S6 in total, with ωB97M-V with the def2-TZVPD basis set.

The geometry in XYZ format:
```
117
Properties=species:S:1:pos:R:3:forces:R:3:lowdin_charge:R:1
C 5.7316 4.9622 2.8749 -0.17 0.05 0.09 -0.001
C 6.7353 4.6587 2.0722 0.03 -0.06 -0.11 -0.175
C 7.9495 3.8181 2.3957 0.08 0.05 -0.11 -0.211
C 7.7235 2.3674 2.8038 0.10 -0.10 0.51 -0.675
I 7.1913 2.3649 4.9288 -0.19 -0.11 -0.19 1.087
O 9.0032 1.7237 2.7259 -0.11 0.12 -0.31 -0.223
S 8.8553 0.1488 2.5310 0.49 -0.20 0.08 0.553
O 8.7828 -0.4978 3.7950 -0.13 0.11 -0.20 -0.238
O 9.8086 -0.2838 1.5716 -0.04 0.15 0.14 -0.202
O 7.4441 0.2021 1.8428 -0.24 -0.19 0.34 -0.146
C 6.7893 1.4956 1.8781 0.02 0.45 -0.32 -0.473
C 6.8097 1.9451 0.3769 -0.35 -0.24 0.01 -0.138
N 5.6285 2.6554 -0.0482 0.05 0.18 0.24 0.041
O 5.4881 1.3928 2.2702 0.12 -0.15 0.12 -0.085
C 5.0193 0.2565 3.0226 -0.25 -0.15 0.02 -0.168
C 3.5199 0.4262 3.0973 0.01 0.00 -0.26 -0.202
N 3.1764 1.6446 3.8046 -0.07 -0.13 0.22 -0.052
C 1.8716 2.1927 3.4740 0.00 0.21 0.13 -0.173
C 1.7254 2.6984 2.0232 -0.13 -0.21 -0.22 -0.400
C 0.8734 1.7949 1.1293 -0.06 -0.18 0.13 -0.037
O 1.1123 3.9992 2.0069 0.11 0.13 -0.21 -0.059
H 4.9744 5.6584 2.5369 -0.09 -0.10 -0.02 0.060
H 5.6155 4.5463 3.8663 0.08 0.13 0.05 0.003
H 6.7243 5.0900 1.0773 0.12 0.06 0.02 0.097
H 8.6151 3.7892 1.5302 -0.04 0.03 0.01 0.118
H 8.5149 4.3067 3.1906 0.05 -0.11 -0.01 0.107
H 7.7050 2.5301 0.1815 0.10 -0.13 -0.07 0.123
H 6.8948 0.9902 -0.1464 0.18 0.11 -0.10 0.135
H 4.9779 2.0729 -0.5474 -0.03 0.02 -0.04 0.080
H 5.8246 3.4961 -0.5632 0.00 -0.03 -0.11 0.070
H 5.4496 0.2358 4.0216 0.14 0.03 0.03 0.073
H 5.2628 -0.6686 2.4990 0.07 0.05 0.00 0.131
H 3.0926 -0.4448 3.6062 0.03 0.05 0.05 0.130
H 3.1337 0.4004 2.0655 0.03 0.07 0.03 0.116
H 3.8908 2.3446 3.6508 0.02 0.01 -0.10 0.084
H 1.6839 3.0412 4.1366 0.03 -0.02 -0.02 0.119
H 1.1008 1.4513 3.7043 0.05 -0.01 -0.03 0.122
H 2.7289 2.7656 1.5834 0.04 0.10 0.16 0.129
H -0.1242 2.2218 1.0305 -0.01 -0.02 -0.05 0.059
H 1.3112 1.6636 0.1383 -0.08 0.17 -0.02 0.075
H 0.7460 0.7970 1.5556 0.08 0.06 0.02 0.075
H 1.8037 4.6673 2.0637 -0.07 -0.10 0.09 0.082
C -6.1166 2.2799 2.8653 0.15 0.08 0.07 -0.066
C -5.6436 2.5080 1.4453 -0.29 -0.31 0.09 -0.249
O -4.7757 3.6666 1.3349 0.03 0.09 -0.08 -0.266
S -3.2593 3.4848 1.7643 -0.07 0.10 -0.07 0.557
C -2.6234 4.9608 1.0539 0.02 0.04 -0.01 -0.116
O -2.7204 2.3501 1.0748 0.04 -0.09 0.06 -0.281
O -3.1545 3.5638 3.1878 0.06 -0.08 0.04 -0.271
H -5.2975 1.9748 3.5149 0.00 -0.01 -0.01 0.073
H -6.8737 1.4956 2.8705 -0.02 0.00 -0.03 0.083
H -6.5472 3.1927 3.2770 -0.06 -0.01 -0.02 0.084
H -5.1361 1.6322 1.0422 0.10 0.07 -0.03 0.112
H -6.4865 2.7246 0.7934 0.07 0.13 -0.05 0.110
H -2.7525 4.9146 -0.0236 0.00 -0.01 0.00 0.073
H -1.5662 4.9938 1.3152 0.01 -0.04 0.01 0.066
H -3.1522 5.8089 1.4801 0.00 0.00 0.02 0.076
C -9.6667 -0.2617 -3.5920 -0.02 0.12 0.06 -0.068
C -8.1671 -0.4496 -3.5823 -0.18 -0.31 0.01 -0.237
O -7.4584 0.8156 -3.6744 0.01 0.08 0.04 -0.261
S -7.3314 1.6691 -2.3471 0.22 0.02 -0.26 0.554
C -6.0862 2.7770 -2.9073 0.02 0.03 -0.02 -0.114
O -6.7986 0.8386 -1.3085 -0.12 -0.02 0.15 -0.279
O -8.5424 2.3962 -2.1145 -0.04 -0.01 0.13 -0.280
H -10.0098 0.2371 -2.6878 -0.01 -0.02 0.00 0.057
H -10.1618 -1.2306 -3.6508 0.02 -0.02 0.00 0.088
H -9.9761 0.3442 -4.4431 0.00 -0.04 -0.03 0.090
H -7.8279 -0.9776 -2.6906 0.03 0.07 0.03 0.114
H -7.8316 -1.0133 -4.4499 0.06 0.11 -0.05 0.122
H -5.1859 2.2084 -3.1215 0.00 -0.01 0.01 0.078
H -5.9099 3.4846 -2.0996 -0.02 -0.01 0.02 0.072
H -6.4503 3.2915 -3.7923 -0.01 0.01 0.00 0.076
C 8.2481 -3.4303 1.7322 -0.17 -0.03 -0.05 -0.058
C 9.3890 -3.6691 0.7701 0.08 0.32 0.17 -0.234
O 9.2583 -4.9289 0.0584 -0.03 -0.06 -0.04 -0.261
S 8.2583 -4.9689 -1.1680 0.12 -0.07 0.06 0.561
C 8.8232 -6.4742 -1.8779 0.03 -0.02 -0.02 -0.119
O 8.5466 -3.8728 -2.0436 -0.05 0.05 -0.04 -0.276
O 6.9189 -5.1464 -0.6945 -0.08 0.03 -0.02 -0.281
H 7.3100 -3.2659 1.2019 0.02 0.02 -0.01 0.077
H 8.4658 -2.5501 2.3379 0.02 -0.15 0.00 0.045
H 8.1080 -4.2831 2.3961 0.07 0.00 0.02 0.090
H 9.4839 -2.8602 0.0461 -0.03 -0.04 -0.05 0.110
H 10.3358 -3.7524 1.2983 0.01 -0.11 -0.03 0.127
H 9.8552 -6.3463 -2.1913 0.00 0.00 0.00 0.075
H 8.1823 -6.6765 -2.7332 -0.02 0.02 0.01 0.077
H 8.7289 -7.2638 -1.1377 -0.01 0.00 0.01 0.076
C 3.5550 -5.1235 -1.8686 0.06 -0.16 -0.12 -0.065
C 3.2483 -4.1239 -2.9610 -0.14 0.13 0.30 -0.242
O 3.8585 -4.4792 -4.2280 0.04 -0.04 -0.06 -0.265
S 3.1451 -5.5927 -5.1006 0.10 0.11 0.03 0.558
C 3.9897 -5.2702 -6.6089 0.01 0.02 -0.04 -0.124
O 1.7590 -5.2598 -5.2362 -0.06 -0.04 0.01 -0.278
O 3.5115 -6.8903 -4.6238 -0.03 -0.06 -0.02 -0.276
H 3.0659 -6.0790 -2.0548 -0.03 0.02 -0.01 0.075
H 3.2027 -4.7356 -0.9125 0.00 0.04 0.00 0.085
H 4.6276 -5.2987 -1.7977 0.01 0.06 0.06 0.061
H 2.1756 -3.9954 -3.1100 0.01 -0.05 -0.09 0.112
H 3.6720 -3.1494 -2.7272 0.08 -0.02 -0.08 0.121
H 3.7454 -4.2645 -6.9381 0.00 0.00 0.00 0.074
H 3.6377 -6.0065 -7.3279 -0.01 -0.02 0.02 0.076
H 5.0570 -5.3823 -6.4401 0.00 -0.01 0.01 0.074
C -15.3456 -2.4355 -0.4671 0.13 0.01 0.04 -0.072
C -15.4003 -0.9976 -0.9367 -0.22 -0.16 -0.14 -0.248
O -14.4185 -0.1628 -0.2761 0.06 0.03 0.05 -0.265
S -12.9232 -0.2410 -0.8054 -0.06 0.15 0.09 0.557
C -12.3190 1.2110 -0.0211 0.00 0.03 0.01 -0.114
O -12.9296 -0.0581 -2.2263 0.04 -0.09 -0.07 -0.281
O -12.2777 -1.3885 -0.2469 0.06 -0.05 -0.06 -0.274
H -14.4251 -2.9231 -0.7837 0.00 0.01 -0.01 0.073
H -16.1899 -2.9854 -0.8836 -0.02 0.02 0.00 0.081
H -15.3950 -2.4844 0.6204 -0.05 0.00 0.00 0.085
H -15.2640 -0.9171 -2.0157 0.07 0.03 0.01 0.112
H -16.3543 -0.5396 -0.6848 0.04 0.06 0.06 0.121
H -12.8529 2.0696 -0.4176 0.00 0.00 -0.01 0.077
H -11.2585 1.2774 -0.2579 0.00 -0.01 -0.02 0.072
H -12.4652 1.1136 1.0511 0.01 -0.01 0.00 0.077
```
Positions in Å, forces in eV/Å.

Computed properties:
Frontier orbital gap (eV): 8.7
2S+1: 1
Highest occupied orbital energy (eV): -8.64

No. 4
Computed, not measured: a cluster of 10 separate species, H18NO12 in total, with ωB97M-V with the def2-TZVPD basis set.

The geometry in XYZ format:
```
31
Properties=species:S:1:pos:R:3:forces:R:3:nbo_charge:R:1
N -0.0152 -1.1222 0.7652 -3.36 3.05 -2.02 0.733
O 1.0497 -0.7730 0.2440 1.70 -1.95 -0.28 -0.550
O -0.8473 -1.8664 0.1666 1.72 -1.15 0.44 -0.564
O -0.4850 -0.3590 1.6130 0.44 -0.46 1.95 -0.535
O 0.4483 -2.0179 -2.4191 -0.22 0.37 -1.75 -0.981
H 0.3031 -1.9162 -1.4835 -0.71 0.03 0.86 0.496
H -0.2573 -1.5081 -2.8782 0.69 -0.61 0.82 0.474
O -3.2584 -3.1525 -0.8100 -2.79 -0.19 -0.74 -0.974
H -4.1515 -2.7410 -0.5685 2.51 -0.56 -0.14 0.479
H -2.5776 -2.8865 -0.2098 0.30 0.68 0.77 0.493
O 2.0505 1.3311 2.0860 0.12 0.95 1.02 -0.970
H 2.7334 1.0261 1.5076 0.89 -0.25 -0.55 0.480
H 1.3252 0.7510 1.9136 -0.93 -0.56 -0.07 0.474
O 0.7133 1.6870 -0.7730 0.27 -1.01 0.14 -0.992
H 1.4273 2.0286 -1.3186 0.06 -0.08 0.21 0.469
H 1.0519 0.8411 -0.3432 -0.51 1.37 -0.63 0.498
O -2.4757 1.1447 2.7120 -0.80 0.39 0.26 -0.967
H -1.6603 0.6495 2.5884 0.22 0.22 0.25 0.498
H -2.3323 1.9946 3.1514 0.47 -0.52 -0.15 0.470
O 2.7776 -0.3937 -2.1255 0.06 -0.42 0.42 -0.983
H 2.2371 0.0000 -2.8088 -0.19 0.07 -0.20 0.477
H 2.1813 -1.0782 -1.7541 0.26 0.38 -0.39 0.514
O -3.2026 -0.1971 0.1246 -1.96 0.72 -0.37 -0.942
H -2.4686 -0.6427 0.4768 1.60 -1.13 1.12 0.474
H -2.8456 0.1472 -0.6808 0.11 0.47 -0.84 0.459
O 4.0344 0.6703 0.0929 2.39 0.30 0.79 -0.968
H 4.8797 0.4031 -0.3239 -0.47 0.35 0.74 0.466
H 3.4576 0.3838 -0.5799 -1.77 -0.62 -1.59 0.491
O -1.5186 2.8981 0.5671 -0.54 1.24 -0.10 -0.981
H -0.8489 2.5654 -0.0091 1.16 -0.17 -0.81 0.486
H -1.7257 2.1329 1.0769 -0.75 -0.93 0.84 0.476
```
Positions in Å, forces in eV/Å.

Computed properties:
Relative energy (zero: lowest compared OMol25 entry of this formula, charge and spin) (eV): 1.657
Net charge: -1
Frontier orbital gap (eV): 10.1
2S+1: 1
Highest occupied orbital energy (eV): -7.27